No. 1
Computed, not measured: a molecular structure, C21H43GaN2OP3 at a distorted geometry, with ωB97M-V/def2-TZVPD.

Computed properties:
Charge   +3
Energy above the lowest of the compared OMol25 structures with the same formula, charge and spin   4.346 eV
E_tot   -107714.934 eV

Positions of all 71 atoms, in Å:
Ga -1.0578 1.7755 -1.2266
P -2.4260 -0.7117 -0.5186
P 1.2705 -0.5012 1.7628
P 1.1777 -1.4799 -1.8063
H -0.7191 4.2384 -1.8240
C -1.3674 3.9289 -2.6618
C -2.6942 3.7018 -2.6703
H -3.3995 3.9467 -1.8545
C -4.1176 -0.4007 0.1149
C -1.8340 -1.9770 0.6786
C -2.7741 -1.7632 -1.9809
C 2.6882 0.6915 1.7551
C 0.7047 -0.2183 3.4884
C 2.2078 -2.0647 2.0389
C 1.1064 -1.6651 -3.6366
C 1.5930 -3.2429 -1.4528
C 2.8670 -0.7198 -1.7668
H -0.8534 4.2058 -3.5885
H -3.1961 3.4257 -3.6168
H -4.4413 0.6021 -0.1885
H -4.1732 -0.4705 1.2107
H -4.8010 -1.1422 -0.3233
H -1.7440 -1.5588 1.6890
H -0.8484 -2.3598 0.3850
H -2.5385 -2.8218 0.7232
H -3.2101 -1.1290 -2.7665
H -3.4959 -2.5349 -1.6624
H -1.8651 -2.2455 -2.3727
H 3.2429 0.5541 2.6962
H 2.2813 1.7145 1.7087
H 3.3492 0.5123 0.8945
H 1.5797 -0.2548 4.1553
H -0.0051 -1.0182 3.7558
H 0.2246 0.7699 3.5391
H 3.1171 -1.8442 2.6188
H 2.4592 -2.5246 1.0673
H 1.5705 -2.7464 2.6200
H 1.9502 -2.2992 -3.9753
H 1.1524 -0.6655 -4.0936
H 0.1484 -2.1260 -3.9100
H 2.0028 -3.6955 -2.3629
H 0.6779 -3.7770 -1.1645
H 2.3006 -3.3399 -0.6282
H 3.4425 -1.1453 -2.5975
H 3.3665 -0.9190 -0.8112
H 2.7758 0.3671 -1.8847
C -0.2765 1.2304 -4.1991
C 0.9087 2.0250 -4.2187
C 1.6389 2.1478 -5.4137
C 1.2081 1.4800 -6.5455
C 0.1164 0.5597 -6.5125
C -0.6989 0.5475 -5.3767
O -0.9959 1.0109 -3.1074
H 0.2190 0.7407 -0.9203
H 1.1750 2.5344 -3.2720
H 2.5538 2.7623 -5.4447
H 1.6485 1.6415 -7.5144
H -0.1465 -0.0972 -7.3444
H -1.5985 -0.0311 -5.2627
C -0.6838 4.6686 0.3921
C -1.4519 3.6713 1.1666
N -1.7870 2.4425 0.8119
C -2.3180 1.8426 1.9575
C -2.3512 2.7711 2.9386
N -1.8144 3.9211 2.4167
H -0.6877 5.6693 0.8358
H 0.3389 4.3089 0.2726
H -1.2087 4.7962 -0.5607
H -2.5904 0.8105 2.0126
H -2.6965 2.7258 3.9450
H -1.6146 4.8008 2.8766

Atomic partial charges in e from the Mulliken method, atoms 1 to 6: 0.804 0.731 0.942 0.843 0.173 -0.617

No. 2
Computed, not measured: C4H5NO in the gas phase at a distorted geometry, with ωB97M-V/def2-TZVPD.

Computed properties:
Energy above the lowest of the compared OMol25 structures with the same formula, charge and spin   3.891 eV
E_tot   -7762.636 eV

Positions of all 11 atoms, in Å:
C 0.9506 -0.4924 -0.1732
C -0.2176 0.1780 0.5279
C -0.7935 1.5874 -1.4269
O -1.1169 0.9875 -0.3256
C -1.0988 -0.8150 1.1576
N -1.7751 -1.6140 1.6483
H 0.6054 -1.2619 -0.8687
H 1.5614 0.2362 -0.7103
H 1.5828 -0.9606 0.5867
H 0.1336 0.8668 1.3023
H 0.2816 1.3507 -1.6474

Atomic partial charges in e from the natural (NBO) method, atoms 1 to 6: -0.640 -0.020 0.163 -0.463 0.248 -0.271

No. 3
Computed, not measured: a molecular structure, C21H41N2O2P3PtS at a distorted geometry, with ωB97M-V/def2-TZVPD.

Computed properties:
Charge   +4
Multiplicity   5
E_tot   -71417.560 eV
⟨S²⟩   6.026

Positions of all 71 atoms, in Å:
P -1.6079 1.9085 -0.9991
C -2.8535 2.3684 0.3717
H -3.6736 2.9652 -0.0274
H -2.3736 2.9624 1.1491
H -3.2885 1.4848 0.8358
C -1.3027 3.7403 -1.4007
H -0.8948 3.8777 -2.4004
H -0.6093 4.1679 -0.6761
H -2.2312 4.3096 -1.3592
C -3.0007 1.4947 -2.2248
H -3.6545 2.3547 -2.3695
H -3.6075 0.6751 -1.8402
H -2.6213 1.1918 -3.1984
P -0.1181 -2.4688 -1.4983
C -1.1414 -3.7316 -0.4978
H -1.0094 -4.7406 -0.8878
H -2.2051 -3.5025 -0.5560
H -0.8512 -3.7472 0.5513
C -0.9967 -2.9645 -3.1085
H -0.4187 -2.6945 -3.9904
H -1.9711 -2.4781 -3.1637
H -1.1527 -4.0423 -3.1528
C 1.3962 -3.6169 -1.5394
H 1.1400 -4.5776 -1.9859
H 1.7526 -3.8040 -0.5264
H 2.2238 -3.1931 -2.1042
P 2.5603 0.6588 0.6486
C 2.8079 0.2942 2.5056
H 3.6899 0.8054 2.8916
H 2.9557 -0.7717 2.6768
H 1.9555 0.6220 3.0988
C 4.2872 -0.0164 0.2347
H 5.0125 0.2694 0.9964
H 4.6588 0.3685 -0.7133
H 4.2569 -1.1050 0.1849
C 2.9375 2.5057 0.8943
H 3.9238 2.6416 1.3380
H 2.2048 2.9519 1.5667
H 2.9077 3.0644 -0.0385
Pt 0.2136 -0.0018 -0.4845
C -1.7866 -0.7226 -0.0072
O -2.8306 -1.0848 0.2731
C 0.7564 -1.5023 1.0005
O 1.0072 -2.2901 1.7853
C 2.7014 0.0715 -3.0704
C 2.6529 1.4103 -2.8633
C 1.5382 2.1211 -3.0541
C 0.5844 1.5349 -3.8188
C 0.5622 0.2190 -4.0482
C 1.7240 -0.4415 -3.8227
H 3.6038 -0.4963 -2.9126
H 3.5401 1.9257 -2.5354
H 1.5490 3.1830 -2.8690
H -0.1872 2.1444 -4.2584
H -0.2243 -0.2005 -4.6547
H 1.8718 -1.4140 -4.2616
S -0.1636 1.3163 1.6200
C -0.9922 0.4068 2.7690
N -0.3259 -0.5170 3.6381
C -0.9545 -0.9637 4.8610
C -2.4051 -1.2785 4.5605
C -3.0927 0.0283 4.1389
N -2.3195 0.7749 3.1568
H 0.6165 -0.8579 3.4789
H -0.9125 -0.1526 5.6222
H -0.4115 -1.8451 5.2664
H -2.9211 -1.7002 5.4500
H -2.4410 -2.0253 3.7374
H -3.2193 0.6791 5.0315
H -4.0996 -0.2114 3.7369
H -2.7217 1.6616 2.8490

Atomic partial charges in e from the Mulliken method, atoms 1 to 6: 0.549 -1.459 0.598 0.499 0.386 -1.394